Density functional theory data (ωB97M-V/def2-TZVPD) for C17H10IrN2O6 as an isolated structure.

Each line ends with the Löwdin spin population.
Geometry (Å):
1 Ir -1.1507 1.2564 -0.6514  0.868
2 O -3.0213 4.2951 1.3336  -0.002
3 C -2.2338 3.3668 0.8915  -0.001
4 O -2.2657 2.9318 -0.2644  0.002
5 C -1.2035 2.8662 1.8157  0.005
6 C -0.9580 3.3327 3.0883  -0.001
7 C 0.1554 2.8359 3.7645  0.009
8 C 1.0146 1.9590 3.1207  -0.002
9 C 0.6944 1.5699 1.8320  0.008
10 N -0.4197 1.9534 1.2178  0.003
11 C 1.4802 0.7937 0.8245  0.006
12 O 1.4378 -0.5369 1.0307  0.000
13 O 1.8962 1.3062 -0.1712  0.017
14 H -3.6473 4.5949 0.6486  0.000
15 H -1.6097 4.0732 3.5304  0.000
16 H 0.3688 3.1628 4.7730  0.000
17 H 1.9204 1.6083 3.5947  0.000
18 O -3.2681 -0.6014 -3.4140  0.024
19 C -2.4075 -0.2127 -2.6807  0.006
20 O -2.2933 0.9857 -2.1818  0.065
21 C -1.2909 -1.1482 -2.2631  -0.001
22 C -1.2664 -2.3643 -2.9280  -0.001
23 C -0.2628 -3.2403 -2.6450  -0.001
24 C 0.6905 -2.8593 -1.6852  -0.001
25 C 1.7089 -3.7822 -1.3633  0.000
26 C 2.6916 -3.5639 -0.3976  0.000
27 C 2.6586 -2.3752 0.2472  0.000
28 C 1.7504 -1.2788 -0.1317  0.000
29 C 0.5910 -1.5988 -1.0377  -0.001
30 N -0.4005 -0.7326 -1.3212  -0.004
31 H -2.0513 -2.5525 -3.6472  0.000
32 H -0.1849 -4.2003 -3.1406  0.000
33 H 1.6931 -4.7287 -1.8949  0.000
34 H 3.4185 -4.3258 -0.1555  0.000
35 H 3.3539 -2.1363 1.0447  0.000
36 H 2.4112 -0.6537 -0.7835  0.000

## Properties
2S+1 = 2
net charge = +2
energy above the lowest of the compared OMol25 structures with the same formula, charge and spin = 0.436 eV
orbital gap (alpha / beta) = 6.29 / 5.97 eV
<S²> = 0.7532
highest occupied orbital energy (alpha / beta) = -15.64 / -15.32 eV

---

Density functional theory data (ωB97M-V/def2-TZVPD) for C17H12AuBr2ClN2O3 as an isolated structure.

Each line ends with the Löwdin spin population.
Geometry (Å):
1 Au -0.5094 -1.6507 -0.3383  0.415
2 O 5.5321 -1.9668 0.9078  0.003
3 C 4.2171 -1.8256 0.5170  0.003
4 C 3.7879 -1.3947 -0.7514  0.003
5 C 2.4318 -1.3391 -0.9835  0.013
6 N 1.4816 -1.7280 -0.0614  0.092
7 C 1.9018 -2.0371 1.1543  0.008
8 Br 0.7777 -2.4821 2.5799  0.014
9 C 3.2507 -2.1322 1.4636  0.007
10 H 6.1805 -1.5234 0.2722  0.000
11 H 4.4787 -1.0741 -1.5265  0.000
12 H 2.0477 -0.9452 -1.9073  0.001
13 H 3.4953 -2.4977 2.4653  0.001
14 Br -3.1208 0.4962 -1.5486  0.002
15 C -3.4958 -1.2370 -0.8629  0.003
16 C -4.8521 -1.6327 -0.7749  0.000
17 C -5.1129 -2.9607 -0.4632  0.001
18 C -4.0101 -3.8555 -0.2000  0.002
19 C -2.7508 -3.3890 -0.2532  0.023
20 N -2.4752 -2.0617 -0.5186  0.026
21 H -5.6416 -0.9298 -1.0653  0.000
22 H -6.1331 -3.3121 -0.4518  0.000
23 H -4.1806 -4.9127 -0.0115  0.000
24 H -1.9112 -4.0288 -0.0838  0.010
25 Cl -0.3082 7.0350 0.7873  0.198
26 C 0.1052 5.3961 0.5179  0.211
27 C 1.0413 5.0431 -0.4598  0.051
28 C 1.1509 3.6890 -0.7469  0.058
29 C 0.4960 2.6924 0.0058  0.254
30 C -0.3156 3.0932 1.0887  0.015
31 C -0.5572 4.4449 1.3224  0.120
32 C 0.5807 1.2711 -0.3377  0.035
33 O 0.8253 1.0054 -1.5119  0.108
34 O 0.3513 0.4714 0.6370  0.323
35 H 1.5458 5.8021 -1.0650  -0.001
36 H 1.6911 3.3781 -1.6347  0.000
37 H -0.8443 2.3080 1.6998  -0.002
38 H -1.1513 4.7904 2.1393  0.002

## Properties
2S+1 = 3
net charge = +2
energy above the lowest of the compared OMol25 structures with the same formula, charge and spin = 0.000 eV
orbital gap (alpha / beta) = 8.93 / 5.07 eV
<S²> = 2.0324
highest occupied orbital energy (alpha / beta) = -15.29 / -15.29 eV

---

Density functional theory data (ωB97M-V/def2-TZVPD) for C17H12BrFIN3OOs as an isolated structure.

Each line ends with the Löwdin spin population.
Geometry (Å):
1 Os 0.1238 0.0531 -1.3250  2.262
2 C -3.2661 -0.8586 -3.7857  -0.001
3 C -3.9182 -1.8690 -3.0984  0.012
4 C -3.4435 -2.2685 -1.8603  -0.002
5 C -2.3233 -1.6621 -1.3269  0.010
6 N -1.6993 -0.6813 -2.0054  0.005
7 C -2.1563 -0.2866 -3.2063  0.022
8 C -1.7309 -2.0465 -0.0195  0.010
9 C -2.3146 -2.9729 0.8258  0.004
10 C -1.6799 -3.2901 2.0158  0.001
11 C -0.4812 -2.6751 2.3307  0.004
12 C 0.0330 -1.7505 1.4413  0.010
13 N -0.5796 -1.4425 0.2996  0.109
14 H -3.6024 -0.5197 -4.7547  0.000
15 H -4.7903 -2.3482 -3.5230  0.001
16 H -3.9448 -3.0576 -1.3215  0.000
17 H -1.6126 0.5081 -3.6956  0.009
18 H -3.2515 -3.4467 0.5749  0.001
19 H -2.1213 -4.0133 2.6885  0.000
20 H 0.0470 -2.9025 3.2454  0.001
21 H 0.9633 -1.2360 1.6436  0.001
22 F 0.9603 -1.3741 -2.2696  0.190
23 Br 5.9198 0.8037 0.3864  0.254
24 C 4.6414 1.9153 1.0193  0.225
25 C 5.0001 2.7772 2.0995  0.054
26 C 4.0782 3.6438 2.5924  0.046
27 C 2.7777 3.6859 2.0249  0.237
28 C 2.4027 2.8397 0.9618  0.022
29 C 3.3103 1.9546 0.4602  0.108
30 I 2.7815 0.7393 -1.1356  0.053
31 H 6.0024 2.7311 2.5030  -0.001
32 H 4.3353 4.3032 3.4103  0.000
33 H 2.0516 4.3914 2.4113  0.010
34 H 1.4040 2.8986 0.5493  -0.001
35 O -1.9372 3.3845 0.3693  0.123
36 C -1.3261 2.4910 -0.0545  0.095
37 N -0.6534 1.5814 -0.4713  0.125

## Properties
2S+1 = 5
net charge = +2
orbital gap (alpha / beta) = 7.38 / 4.35 eV
<S²> = 6.0363
highest occupied orbital energy (alpha / beta) = -14.21 / -15.03 eV

---

Density functional theory data (ωB97M-V/def2-TZVPD) for the molecule C17H12Cl2N2O2.

Each line ends with the Löwdin charge.
Geometry (Å):
1 Cl 1.2872 2.2264 -4.9117  0.681
2 C 1.4912 0.8688 -3.8732  -0.691
3 C 2.3760 0.9397 -2.8071  -0.091
4 C 2.5467 -0.1493 -1.9750  -0.036
5 C 1.8339 -1.3222 -2.1915  -0.227
6 C 1.9930 -2.4886 -1.2539  -0.083
7 N 1.2974 -2.2135 -0.0163  -0.148
8 C 1.2864 -2.9747 1.0983  -0.062
9 C 0.4865 -2.3338 2.0108  -0.008
10 C 0.0446 -1.1658 1.3492  -0.242
11 C -0.8224 -0.1046 1.8343  -0.168
12 C -1.3906 -0.1594 3.1033  -0.032
13 C -2.2206 0.8499 3.5806  0.009
14 C -2.4603 1.9126 2.7445  -0.206
15 C -1.8947 1.9767 1.4686  -0.191
16 C -1.0771 0.9886 0.9901  0.067
17 O -2.2963 3.1365 0.8551  0.036
18 C -3.1299 3.7967 1.7810  -0.163
19 O -3.2285 3.0274 2.9600  0.033
20 N 0.5546 -1.1265 0.1215  0.143
21 C 0.9447 -1.3896 -3.2525  -0.055
22 C 0.7740 -0.3025 -4.0953  -0.682
23 Cl -0.3295 -0.4122 -5.4125  0.682
24 H 2.9244 1.8526 -2.6377  0.107
25 H 3.2317 -0.0827 -1.1442  0.121
26 H 1.5825 -3.3989 -1.7051  0.129
27 H 3.0534 -2.6578 -1.0327  0.133
28 H 1.8349 -3.8933 1.1601  0.118
29 H 0.2581 -2.6574 3.0046  0.093
30 H -1.1889 -1.0047 3.7414  0.103
31 H -2.6595 0.8042 4.5633  0.117
32 H -0.6368 1.0264 0.0088  0.120
33 H -2.7051 4.7852 2.0214  0.139
34 H -4.1331 3.9319 1.3448  0.139
35 H 0.3723 -2.2861 -3.4331  0.114

## Properties
2S+1 = 1
SMILES = Clc1ccc(Cn2ccc(-c3ccc4c(c3)OCO4)n2)cc1Cl
net charge = 0
energy above the lowest of the compared OMol25 structures with the same formula, charge and spin = 0.945 eV
orbital gap = 8.38 eV
highest occupied orbital energy = -7.70 eV

---

Density functional theory data (ωB97M-V/def2-TZVPD) for C17H12N4OPtS as an isolated structure.

Each line ends with the Löwdin charge.
Geometry (Å):
1 Pt 1.7811 0.1353 -0.3691  0.914
2 C 0.8105 0.1620 3.8785  -0.038
3 C 0.0463 -0.9609 4.1468  -0.041
4 C -0.3735 -1.7542 3.0934  -0.002
5 C -0.0181 -1.4098 1.7961  -0.190
6 N 0.7295 -0.3285 1.5449  -0.043
7 C 1.1306 0.4394 2.5628  -0.122
8 C -0.4589 -2.2151 0.6056  -0.214
9 C -1.3884 -3.2426 0.6935  -0.008
10 C -1.7462 -3.9115 -0.4672  -0.050
11 C -1.1752 -3.5317 -1.6695  -0.044
12 C -0.2581 -2.4905 -1.6606  -0.110
13 N 0.0903 -1.8563 -0.5498  0.049
14 H 1.1570 0.8125 4.6684  0.113
15 H -0.2200 -1.2168 5.1635  0.115
16 H -0.9651 -2.6375 3.2794  0.106
17 H 1.7231 1.3032 2.2928  0.115
18 H -1.8384 -3.5127 1.6372  0.104
19 H -2.4691 -4.7156 -0.4316  0.112
20 H -1.4334 -4.0263 -2.5953  0.109
21 H 0.2164 -2.1480 -2.5728  0.115
22 N -2.7794 5.4565 -2.5909  0.145
23 C -2.0568 4.6351 -2.2376  -0.190
24 C -1.1527 3.6083 -1.7929  -0.247
25 C -0.1036 3.1910 -2.6075  -0.031
26 C 0.7616 2.2003 -2.1752  -0.110
27 C 0.5928 1.6011 -0.9238  -0.304
28 C -0.4625 2.0278 -0.1163  -0.107
29 C -1.3269 3.0232 -0.5436  -0.040
30 H 0.0351 3.6469 -3.5789  0.120
31 H 1.5761 1.9037 -2.8165  0.070
32 H -0.6357 1.5848 0.8531  0.077
33 H -2.1420 3.3457 0.0911  0.117
34 O 5.1557 0.0879 -2.9168  -0.554
35 S 3.8122 -0.0754 -2.3857  0.635
36 N 3.3857 0.8687 -1.3055  -0.573

## Properties
2S+1 = 1
net charge = 0
energy above the lowest of the compared OMol25 structures with the same formula, charge and spin = 0.464 eV
orbital gap = 7.03 eV
highest occupied orbital energy = -7.97 eV

---

Density functional theory data (ωB97M-V/def2-TZVPD) for C17H13AuN3OS as an isolated structure.

Each line ends with the Löwdin spin population.
Geometry (Å):
1 Au 1.0248 0.4576 -1.6238  0.012
2 O -0.5652 3.0161 -1.5080  0.001
3 N -1.7873 2.6942 -1.6774  0.000
4 C -2.7608 3.4685 -1.1323  0.000
5 C -4.0999 3.2204 -1.3133  0.000
6 C -4.4766 2.1173 -2.0734  0.000
7 C -3.4886 1.3080 -2.5924  0.000
8 C -2.1233 1.5553 -2.4001  0.001
9 S -0.8978 0.5346 -3.0258  0.000
10 H -2.3576 4.2929 -0.5639  0.000
11 H -4.8242 3.8803 -0.8549  0.000
12 H -5.5211 1.8818 -2.2364  0.000
13 H -3.7334 0.4216 -3.1615  0.000
14 C -2.1619 -2.7372 3.0535  0.090
15 C -2.4147 -1.8505 1.9954  0.013
16 C -1.3847 -1.3212 1.2524  0.048
17 C -0.0290 -1.6475 1.5227  0.050
18 C 0.2138 -2.5543 2.5900  0.070
19 C -0.8378 -3.0721 3.3262  0.005
20 N 0.9208 -1.0561 0.7530  0.192
21 N 2.1517 -1.4426 0.9920  0.299
22 C 3.1191 -0.7744 0.2493  0.014
23 C 4.4388 -1.0431 0.6712  0.054
24 C 5.5348 -0.4585 0.0660  -0.002
25 C 5.3337 0.4221 -0.9928  0.073
26 C 4.0305 0.6801 -1.4205  0.001
27 C 2.8899 0.1054 -0.8488  0.059
28 H -2.9747 -3.1522 3.6395  0.008
29 H -3.4371 -1.5758 1.7524  -0.001
30 H -1.5710 -0.6422 0.4274  0.002
31 H 1.2374 -2.8210 2.8112  0.009
32 H -0.6202 -3.7588 4.1417  -0.003
33 H 4.5586 -1.7228 1.5091  0.002
34 H 6.5382 -0.6822 0.4190  -0.003
35 H 6.1759 0.8951 -1.4906  0.006
36 H 3.8991 1.3613 -2.2559  -0.002

## Properties
2S+1 = 2
net charge = -2
orbital gap (alpha / beta) = 3.87 / 5.57 eV
<S²> = 0.7780
highest occupied orbital energy (alpha / beta) = 1.05 / -0.65 eV

---

Table of max |F| (eV/A), in record order: 0.36, 2.42, 0.75, 1.28, 0.90, 0.35
Table of electronic energy (hartree), in record order: -1318.5052, -6733.4974, -3956.1500, -1835.3767, -1466.7197, -1428.9167